The following is a quantum chemistry calculation of C20H22ClN3O2S as an isolated structure, from the OMol25 dataset.

Last column: Löwdin charge in e.
CARTESIAN COORDINATES (ANGSTROEM)
C1 4.2594 -3.1282 -6.0091  -0.082
H1 5.1637 -2.6012 -5.7943  0.094
H2 4.1581 -4.1589 -6.0869  0.076
H3 3.7638 -2.6222 -6.9804  0.152
O1 3.4248 -2.6022 -5.0838  -0.046
C2 2.2542 -3.2285 -5.0432  -0.439
O2 1.9146 -3.8846 -5.9556  0.133
C3 1.2896 -2.8429 -3.8675  -0.201
C4 1.8720 -2.1362 -2.8358  -0.037
C5 1.2135 -1.7532 -1.6243  0.042
C6 -0.2302 -2.4179 -1.5016  -0.225
C7 -0.8021 -3.0491 -2.6885  0.028
C8 0.0918 -3.0950 -3.7982  -0.109
H4 -0.4080 -3.9108 -4.4430  0.162
H5 -1.7982 -3.2273 -2.5976  0.063
N1 -0.8169 -1.9950 -0.4505  0.031
C9 -0.4698 -1.5426 0.8532  -0.842
N2 -1.5194 -1.1922 1.6128  -0.137
C10 -1.5742 -0.9400 3.1119  -0.158
C11 -1.0459 0.4054 3.3767  -0.123
N3 -2.2347 1.3497 2.7265  -0.199
C12 -2.2570 0.9455 1.4128  -0.292
C13 -2.7122 -0.4257 1.1668  -0.158
H6 -2.7138 -0.5979 0.0951  0.092
H7 -3.8887 -0.5895 1.5419  0.201
H8 -3.1880 1.8204 1.0946  0.187
H9 -1.2915 1.5343 0.7789  0.186
C14 -2.2567 2.6521 3.3021  -0.079
C15 -0.7652 3.3948 2.7609  -0.063
C16 0.3263 3.6034 3.6091  -0.763
C17 1.2895 4.1616 3.0928  -0.110
C18 1.3542 4.7747 1.6908  0.003
C19 0.2683 4.6130 1.0494  -0.251
C20 -0.7734 4.0956 1.4225  -0.057
H10 -1.6791 3.9833 0.8319  0.119
H11 0.1699 4.9135 0.1206  0.091
H12 2.1802 5.2842 1.3462  0.086
H13 2.4459 4.1539 3.8649  0.203
Cl1 0.2746 2.9508 5.1956  0.740
H14 -3.0026 3.0275 2.8602  0.019
H15 -2.0170 2.7583 4.4572  0.111
H16 -0.8680 0.4163 4.4452  0.089
H17 -0.0637 0.7087 2.7800  0.148
H18 -0.5021 -1.5472 3.3162  0.103
H19 -2.4339 -1.2994 3.4339  0.075
S1 0.8760 -1.8650 1.5700  0.818
H20 -1.8383 -2.0219 -0.5646  0.144
H21 1.7345 -1.0736 -0.7639  0.108
H22 2.8258 -1.7989 -2.8319  0.070

Forces on atoms 1 to 3 (eV/Å):
-0.808 3.811 -4.283
1.140 -0.633 -0.296
0.607 -1.849 -0.116

orbital gap	8.314	eV
energy above the lowest of the compared OMol25 structures with the same formula, charge and spin	340.60	kcal per mole
molecular weight	403.935	g/mol
E_tot	-1947.91675	a.u.
E_LUMO	0.284	eV
HOMO	-8.03	eV
max |F|	15.5	eV/A

The following is a quantum chemistry calculation of C20H22CoN4O4S2 as an isolated structure, from the OMol25 dataset.

Last column: Löwdin charge in e.
CARTESIAN COORDINATES (ANGSTROEM)
Co1 -0.5000 0.4527 0.5275  0.324
C1 -1.6108 3.1083 -5.9257  -0.044
C2 -1.6406 2.1119 -4.8014  -0.270
C3 -2.6150 1.1162 -4.7620  -0.033
C4 -2.6736 0.2125 -3.7136  -0.045
C5 -1.7575 0.3109 -2.6761  -0.272
C6 -0.7637 1.2787 -2.7077  -0.061
C7 -0.7092 2.1688 -3.7695  -0.025
S1 -1.9513 -0.7495 -1.2566  0.612
O1 -2.5171 0.1242 -0.1957  -0.351
O2 -2.7479 -1.8582 -1.6849  -0.276
N1 -0.5415 -1.0584 -0.6217  -0.260
C8 0.7006 -1.3376 -1.3110  -0.144
C9 1.7817 -0.3886 -0.7536  -0.621
O3 2.9579 -0.5923 -1.0045  0.030
O4 1.3346 0.6152 -0.0620  -0.141
H1 -1.8189 2.6300 -6.8828  0.081
H2 -0.6419 3.6014 -5.9919  0.078
H3 -2.3677 3.8812 -5.7724  0.078
H4 -3.3359 1.0438 -5.5679  0.117
H5 -3.4271 -0.5628 -3.6855  0.114
H6 -0.0239 1.3443 -1.9172  0.097
H7 0.0715 2.9200 -3.7918  0.119
H8 0.6447 -1.1793 -2.3936  0.123
H9 1.0205 -2.3675 -1.1513  0.121
N2 -0.8633 2.4948 0.6929  0.196
C10 -1.4628 3.2183 0.0333  -0.077
C11 -2.2413 3.9768 -0.8957  -0.211
C12 -1.8516 5.2470 -1.3100  -0.023
C13 -2.5932 5.8898 -2.2862  -0.068
C14 -3.7027 5.2660 -2.8417  -0.069
C15 -4.0864 3.9993 -2.4210  -0.057
C16 -3.3590 3.3432 -1.4440  -0.012
H10 -0.9806 5.7165 -0.8738  0.121
H11 -2.3043 6.8780 -2.6175  0.108
H12 -4.2730 5.7730 -3.6094  0.108
H13 -4.9498 3.5168 -2.8587  0.113
H14 -3.6235 2.3479 -1.1098  0.117
S2 -0.1255 -0.2554 2.8376  0.664
C17 1.5765 -0.2668 2.6427  -0.811
N3 2.2836 0.8611 2.6936  0.026
C18 3.6589 0.9382 2.2121  -0.159
C19 4.3876 -0.3267 2.6319  -0.154
C20 3.6343 -1.5361 2.1056  -0.155
N4 2.2189 -1.4199 2.4572  0.040
H15 1.7219 1.6973 2.6988  0.124
H16 4.1239 1.8191 2.6529  0.121
H17 3.6530 1.0377 1.1235  0.114
H18 4.4570 -0.3676 3.7211  0.119
H19 5.3988 -0.3250 2.2270  0.120
H20 4.0182 -2.4571 2.5435  0.122
H21 3.7316 -1.5899 1.0192  0.105
H22 1.6191 -2.2251 2.3822  0.128

Forces on atoms 1 to 3 (eV/Å):
0.021 0.042 0.047
0.006 0.017 -0.018
-0.022 -0.018 0.018

orbital gap (alpha / beta)	8.026 / 7.917	eV
energy above the lowest of the compared OMol25 structures with the same formula, charge and spin	0.76	kcal per mole
molecular weight	505.487	g/mol
E_tot	-3474.50559	a.u.
spin multiplicity	2
E_LUMO (alpha / beta)	-0.146 / -0.185	eV
HOMO (alpha / beta)	-8.17 / -8.10	eV
max |F|	0.2	eV/A

The following is a quantum chemistry calculation of a 2-piece molecular cluster, C20H22F overall, from the OMol25 dataset.

Last column: Löwdin charge in e.
CARTESIAN COORDINATES (ANGSTROEM)
C1 0.1403 0.9790 -3.5322  -0.062
C2 -0.6721 1.7081 -2.5102  -0.297
C3 -0.3881 1.7363 -1.1922  -0.071
C4 -1.1344 2.6139 -0.2218  -0.201
C5 -2.5372 3.0375 -0.7094  -0.202
C6 -2.5169 3.4780 -2.1713  -0.196
C7 -1.8580 2.4358 -3.0827  -0.169
H1 -0.3732 1.0522 -4.4965  0.078
H2 1.1470 1.4009 -3.6590  0.089
H3 0.2658 -0.0866 -3.3024  0.065
H4 0.4669 1.1845 -0.7893  0.078
H5 -1.2287 2.1123 0.7506  0.100
H6 -0.5593 3.5356 -0.0261  0.116
H7 -3.2308 2.1939 -0.6031  0.113
H8 -2.9324 3.8458 -0.0798  0.111
H9 -3.5384 3.6704 -2.5239  0.113
H10 -1.9622 4.4207 -2.2589  0.117
H11 -1.5626 2.8975 -4.0328  0.119
H12 -2.6112 1.6796 -3.3474  0.128
F1 4.1783 0.9452 4.8602  0.094
C8 3.4486 0.3586 3.8605  -0.194
C9 3.7035 0.7384 2.5416  0.036
C10 2.9513 0.1471 1.5323  0.027
C11 1.9166 -0.8117 1.8018  -0.166
C12 1.1527 -1.2921 0.6952  0.126
C13 0.2490 -2.3919 0.6015  -0.169
C14 -0.1224 -2.8333 -0.7151  0.016
C15 -1.0264 -3.8698 -0.9116  -0.038
C16 -1.5926 -4.5401 0.1862  -0.009
C17 -1.2144 -4.1645 1.4826  -0.036
C18 -0.3250 -3.1133 1.6949  0.016
C19 1.7692 -1.2011 3.1707  0.031
C20 2.5043 -0.6074 4.1902  0.037
H13 4.4726 1.4702 2.3106  0.137
H14 3.1468 0.4047 0.4914  0.130
H15 1.3919 -0.8228 -0.2635  0.117
H16 0.3419 -2.3358 -1.5742  0.122
H17 -1.2885 -4.1774 -1.9256  0.122
H18 -2.2925 -5.3627 0.0251  0.127
H19 -1.6176 -4.7104 2.3383  0.123
H20 -0.0863 -2.8485 2.7178  0.090
H21 1.0698 -1.9780 3.4451  0.092
H22 2.3549 -0.8988 5.2327  0.141

Forces on atoms 1 to 3 (eV/Å):
0.226 -0.410 -0.338
0.171 0.173 1.230
-0.282 0.321 -0.924

orbital gap	4.993	eV
energy above the lowest of the compared OMol25 structures with the same formula, charge and spin	0.00	kcal per mole
molecular weight	281.394	g/mol
E_tot	-874.87316	a.u.
charge	+1
E_LUMO	-6.087	eV
HOMO	-11.08	eV
max |F|	2.0	eV/A

The following is a quantum chemistry calculation of C20H22F2N4O2 in the gas phase, from the OMol25 dataset.

Last column: Löwdin charge in e.
CARTESIAN COORDINATES (ANGSTROEM)
C1 0.7199 -0.5306 -4.2785  -0.039
C2 1.4685 -0.5305 -2.9619  -0.188
C3 2.4663 -1.4645 -2.7540  -0.038
C4 3.1327 -1.5891 -1.5420  -0.006
C5 2.8150 -0.7171 -0.4724  -0.101
C6 3.3994 -0.8537 0.9608  -0.444
C7 4.7954 -1.4715 1.0145  -0.024
O1 3.5527 0.4773 1.4587  -0.002
C8 2.4644 -1.7789 1.8125  -0.272
F1 2.1180 -2.9664 1.1559  0.050
F2 1.3602 -1.0833 2.2425  0.059
C9 1.7909 0.2337 -0.7051  0.021
C10 1.1538 0.3652 -1.9054  -0.112
C11 0.0455 1.3414 -1.9869  -0.171
C12 -0.1296 2.2702 -2.9651  -0.047
N1 -1.2581 3.0911 -2.6873  0.116
C13 -1.7300 2.6320 -1.5532  -0.222
C14 -2.9480 2.9340 -0.7831  -0.304
N2 -3.8214 3.8978 -1.1676  0.141
N3 -3.3280 2.3101 0.3004  0.153
C15 -2.4501 1.3264 0.7356  -0.228
C16 -2.8841 0.6418 2.0123  -0.192
C17 -3.9978 -0.3908 1.8960  -0.071
C18 -2.5749 -0.8359 2.2400  -0.215
C19 -2.3584 -1.2734 3.6969  -0.221
O2 -2.9471 -2.5552 3.8700  -0.066
C20 -1.3211 0.9247 0.0747  0.024
N4 -0.9695 1.5686 -1.0983  0.050
H1 0.9388 0.3457 -4.8667  0.068
H2 -0.3451 -0.6270 -4.1540  0.084
H3 0.9812 -1.3468 -4.9464  0.075
H4 2.6563 -2.1475 -3.5559  0.106
H5 3.8971 -2.3475 -1.4699  0.107
H6 5.5015 -0.8490 0.4353  0.108
H7 5.2047 -1.5538 2.0343  0.094
H8 4.8113 -2.4621 0.5833  0.077
H9 3.6816 0.5080 2.4318  0.125
H10 3.0676 -2.1005 2.6646  0.153
H11 1.5204 0.9416 0.1019  0.138
H12 0.4985 2.3794 -3.8517  0.114
H13 -3.5531 4.5336 -1.9005  0.097
H14 -4.4936 4.1524 -0.4623  0.103
H15 -2.9888 1.3154 2.8944  0.151
H16 -4.4197 -0.5211 0.9042  0.107
H17 -4.7436 -0.4592 2.6881  0.103
H18 -2.0663 -1.4339 1.4878  0.138
H19 -1.3031 -1.3477 3.9304  0.113
H20 -2.8287 -0.5745 4.3878  0.116
H21 -3.8630 -2.5160 3.6049  0.069
H22 -0.7188 0.1369 0.4485  0.105

Forces on atoms 1 to 3 (eV/Å):
0.375 -0.194 -0.061
-0.454 0.346 -0.072
-0.295 0.284 0.344

orbital gap	8.448	eV
energy above the lowest of the compared OMol25 structures with the same formula, charge and spin	38.24	kcal per mole
SMILES string	Cc1ccc([C@@](C)(O)C(F)F)cc1-c1cnc2c(N)nc([C@H]3C[C@@H]3CO)cn12
molecular weight	388.418	g/mol
E_tot	-1344.53888	a.u.
E_LUMO	0.613	eV
HOMO	-7.83	eV
max |F|	2.3	eV/A

The following is a quantum chemistry calculation of C20H22N2O2 in the gas phase, from the OMol25 dataset.

Last column: Löwdin charge in e.
CARTESIAN COORDINATES (ANGSTROEM)
C1 2.3581 1.7005 -0.5485  0.005
C2 2.0111 0.4210 0.1137  -0.259
O1 2.3955 0.1900 1.3958  0.126
C3 1.9124 -1.0368 1.6907  -0.297
C4 2.0868 -1.5912 3.0018  -0.144
C5 1.5932 -2.8473 3.4601  -0.004
C6 1.9639 -2.9351 4.7622  -0.111
O2 2.6432 -1.8375 5.1433  0.020
C7 2.7163 -1.0267 4.0801  -0.051
N1 1.2735 -1.5875 0.7010  0.211
C8 1.3129 -0.6738 -0.3130  -0.228
C9 0.6377 -0.8922 -1.6242  -0.116
N2 -0.3733 0.1313 -1.8657  -0.157
C10 -1.5854 -0.1220 -1.0943  -0.136
C11 -1.3626 0.0310 0.3848  -0.220
C12 -0.9071 1.2422 0.8917  -0.044
C13 -0.6676 1.3926 2.2443  -0.076
C14 -0.8991 0.3378 3.1126  -0.093
C15 -1.3760 -0.8630 2.6196  -0.090
C16 -1.6036 -1.0153 1.2627  -0.049
C17 -0.6685 0.2914 -3.2811  -0.182
C18 -1.4346 1.5691 -3.5436  -0.294
C19 -1.9540 1.8441 -4.9225  -0.121
C20 -2.9103 1.5485 -3.8081  -0.135
H1 2.2301 2.5256 0.1489  0.086
H2 1.7052 1.8379 -1.4051  0.075
H3 3.3961 1.6957 -0.8835  0.085
H4 1.0452 -3.5532 2.8741  0.113
H5 1.8129 -3.6963 5.5017  0.120
H6 3.2258 -0.0913 4.1949  0.135
H7 0.2113 -1.9076 -1.6274  0.131
H8 1.3860 -0.8303 -2.4203  0.125
H9 -2.3301 0.6125 -1.4114  0.121
H10 -1.9841 -1.1308 -1.3058  0.129
H11 -0.7218 2.0578 0.2084  0.116
H12 -0.2974 2.3338 2.6257  0.104
H13 -0.7050 0.4524 4.1692  0.103
H14 -1.5573 -1.6890 3.2916  0.103
H15 -1.9576 -1.9625 0.8826  0.112
H16 0.2889 0.3473 -3.8105  0.123
H17 -1.2291 -0.5688 -3.6895  0.133
H18 -1.0430 2.4106 -2.9855  0.137
H19 -1.9005 2.8519 -5.3044  0.096
H20 -1.8065 1.0864 -5.6773  0.100
H21 -3.5176 2.3538 -3.4227  0.098
H22 -3.4139 0.5931 -3.8172  0.100

Forces on atoms 1 to 3 (eV/Å):
0.163 -0.220 0.319
-0.463 -0.590 -0.929
0.157 0.046 0.291

orbital gap	8.600	eV
energy above the lowest of the compared OMol25 structures with the same formula, charge and spin	79.98	kcal per mole
SMILES string	Cc1oc(-c2ccoc2)nc1CN(Cc1ccccc1)CC1CC1
molecular weight	322.408	g/mol
E_tot	-1035.25318	a.u.
E_LUMO	0.860	eV
HOMO	-7.74	eV
max |F|	1.2	eV/A

> The highest max |F| belongs to which entry?

C20H22ClN3O2S

> Which of these has the highest E_tot?

C20H22F

> Among the records above, which one has the lowest energy above the lowest of the compared OMol25 structures with the same formula, charge and spin?

C20H22F